# C3H5IO2

One molecule with the formula C3H5IO2 at a distorted geometry (ωB97M-V with the def2-TZVPD basis set, the Open Molecules 2025 dataset).

The value obtained for the energy above the lowest of the compared OMol25 structures with the same formula, charge and spin is 44.6 kJ/mol. As for the SMILES: C[C@@H](O)C(=O)I. The value obtained for the max |F| is 0.08197 Eh/bohr. The HOMO-LUMO gap is 10.08 eV. The value obtained for the molecular weight is 199.975 g/mol. Its spin multiplicity is 1. Its total energy is -565.4542 Eh. For the LUMO energy, the calculation gives 0.4 eV.

Element x y z (Å)
I 2.238588 -0.117342 2.680937
O -1.508528 0.826838 0.729679
O -0.535659 -0.866211 2.764044
C -0.210487 0.494084 0.832554
C 0.179655 -0.536330 -0.267791
C 0.127044 -0.240565 2.035323
H 1.277211 -0.474731 -0.554129
H -0.332054 -0.194287 -1.177759
H -2.082144 0.160868 1.092555
H -0.108421 -1.564432 0.140753
H 0.374132 1.484492 0.573888

Force components x, y, z for each atom (eV/Å):
I 0.04 0.10 -0.43
O -2.06 1.11 -0.03
O -1.57 -0.69 0.08
C 2.55 1.50 -3.01
C 1.08 -0.40 -0.24
C 2.22 0.85 2.23
H -1.21 -0.40 0.78
H -0.26 -0.60 0.34
H -0.39 -0.59 0.31
H 0.36 1.16 -1.29
H -0.75 -2.04 1.24

# C3H5IOS

C3H5IOS as an isolated structure at a distorted geometry (ωB97M-V with the def2-TZVPD basis set, the Open Molecules 2025 dataset).

The value obtained for the energy above the lowest of the compared OMol25 structures with the same formula, charge and spin is 491.9 kJ/mol. The value obtained for the max |F| is 0.06500 Eh/bohr. The HOMO-LUMO gap (spin up / spin down) is 7.75 / 7.16 eV. The value obtained for the molecular weight is 216.043 g/mol. Its spin multiplicity is 1. Its total energy is -888.2300 Eh. For the LUMO energy (spin up / spin down), the calculation gives 0.0 / -0.5 eV.

Element x y z (Å)
I -0.801868 1.101853 2.554793
S 0.339976 -1.031563 -1.337152
O 1.089851 1.121610 0.074284
C 0.052772 1.625357 0.630310
C -1.117280 -1.200705 -0.673164
C 1.694984 -0.050065 0.408192
H 1.296806 -0.663275 1.151986
H -1.316353 -2.090618 -0.079115
H 2.556763 -0.309622 -0.201413
H -0.343728 2.313760 0.010072
H -1.781080 -0.366051 -0.499967

Force components x, y, z for each atom (eV/Å):
I 0.78 0.32 -1.53
S -0.23 -0.53 -0.74
O 1.88 -2.03 1.26
C 0.02 -1.94 2.46
C 0.42 -0.08 0.93
C 0.13 1.57 -2.26
H -0.45 -0.47 1.25
H -0.23 0.00 -0.14
H -0.13 0.47 0.47
H -1.84 2.51 -1.22
H -0.36 0.16 -0.48

# C3H5IOS

A 2-piece molecular cluster, C3H5IOS overall at a distorted geometry (ωB97M-V with the def2-TZVPD basis set, the Open Molecules 2025 dataset).

The value obtained for the energy above the lowest of the compared OMol25 structures with the same formula, charge and spin is 222.2 kJ/mol. The value obtained for the max |F| is 0.07267 Eh/bohr. The HOMO-LUMO gap (spin up / spin down) is 7.48 / 7.48 eV. The value obtained for the molecular weight is 216.043 g/mol. Its spin multiplicity is 1. Its total energy is -888.3327 Eh. For the LUMO energy (spin up / spin down), the calculation gives -0.4 / -0.4 eV.

Element x y z (Å)
I 2.228918 1.355456 2.263666
S -1.260076 -0.015868 1.622664
O 2.099363 0.979401 -0.729889
C -0.247649 -0.617560 0.348638
C -0.623501 -0.444118 -1.110978
C 1.653067 0.736571 0.330312
H 0.049468 -1.603134 0.585950
H 0.250546 -0.140975 -1.589288
H -1.518553 0.079571 -1.452569
H -0.790775 -1.478742 -1.399382
H -1.840809 1.149398 1.130876

Force components x, y, z for each atom (eV/Å):
I 0.32 0.39 0.63
S -0.52 0.56 0.44
O -0.11 0.14 1.23
C 0.26 3.66 -0.71
C -0.83 -1.86 1.01
C -2.11 -2.16 -1.77
H 0.75 -0.75 0.45
H 1.28 0.78 -1.30
H 0.27 0.46 0.71
H -0.09 -0.18 -0.61
H 0.79 -1.04 -0.09

# C3H5IS

One molecule with the formula C3H5IS at a distorted geometry (ωB97M-V with the def2-TZVPD basis set, the Open Molecules 2025 dataset).

The value obtained for the energy above the lowest of the compared OMol25 structures with the same formula, charge and spin is 39.5 kJ/mol. As for the SMILES: C/C=C/SI. The value obtained for the max |F| is 0.10432 Eh/bohr. The HOMO-LUMO gap is 8.00 eV. The value obtained for the molecular weight is 200.044 g/mol. Its spin multiplicity is 1. Its total energy is -813.1383 Eh. For the LUMO energy, the calculation gives -0.6 eV.

Element x y z (Å)
I -2.807224 0.035091 -2.284099
S -2.406055 -1.172240 -0.230083
C -0.457135 -0.883871 -0.141372
C -0.029740 0.294456 0.243214
C 1.340892 0.552206 0.465132
H 1.957160 -0.291884 0.094392
H 1.436528 0.615947 1.524465
H 0.023443 -1.768206 -0.141047
H -0.689359 1.060907 0.391441
H 1.631492 1.557594 0.077957

Force components x, y, z for each atom (eV/Å):
I -0.03 -0.29 0.38
S 2.38 0.70 -0.52
C -5.03 1.75 0.61
C -0.69 -2.06 -1.18
C 2.62 0.68 -0.31
H 0.00 0.83 0.17
H 0.60 0.12 1.07
H 1.84 -2.69 -0.50
H -1.82 1.87 0.27
H 0.13 -0.90 0.02

# C3H5IrO3

C3H5IrO3 as an isolated structure at a distorted geometry (ωB97M-V with the def2-TZVPD basis set, the Open Molecules 2025 dataset).

As for the expectation value of S²: 8.763. The value obtained for the energy above the lowest of the compared OMol25 structures with the same formula, charge and spin is 260.3 kJ/mol. The value obtained for the max |F| is 0.09022 Eh/bohr. The HOMO-LUMO gap (spin up / spin down) is 9.23 / 7.30 eV. The value obtained for the molecular weight is 281.287 g/mol. Its spin multiplicity is 6. Its total energy is -445.5679 Eh. For the LUMO energy (spin up / spin down), the calculation gives -16.1 / -19.4 eV. The net charge is +3.

Element x y z (Å)
Ir 1.600006 -0.024061 0.047811
O 2.518136 0.232067 -1.561982
O 1.744460 0.936492 -2.460428
O 0.476272 0.235863 1.590520
C 0.523456 0.734461 -2.404175
C -0.749984 -0.065324 1.967768
C -1.504396 -1.125931 1.616529
H -1.089967 0.718603 2.686471
H -1.055347 -1.959412 1.076795
H -2.508872 -1.191840 2.026466
H -0.094893 1.510558 -2.898911
H 0.141130 -0.001478 -1.686864

Force components x, y, z for each atom (eV/Å):
Ir 1.31 -0.63 2.96
O 0.14 -0.45 -0.10
O 0.27 0.89 -1.42
O -0.23 -0.75 -1.47
C -0.58 1.37 -0.21
C 1.16 3.94 2.15
C -0.96 -2.44 -0.53
H -0.04 -0.71 -0.08
H -0.36 -0.13 -0.05
H -0.19 -0.10 -0.18
H -0.02 -0.62 -0.55
H -0.50 -0.36 -0.50

# C3H5LaO3

C3H5LaO3 as an isolated structure at a distorted geometry (ωB97M-V with the def2-TZVPD basis set, the Open Molecules 2025 dataset).

The value obtained for the energy above the lowest of the compared OMol25 structures with the same formula, charge and spin is 218.9 kJ/mol. The value obtained for the max |F| is 0.09523 Eh/bohr. The HOMO-LUMO gap (spin up / spin down) is 6.27 / 6.26 eV. The value obtained for the molecular weight is 227.976 g/mol. Its spin multiplicity is 1. Its total energy is -373.8580 Eh. For the LUMO energy (spin up / spin down), the calculation gives -10.5 / -10.5 eV. The net charge is +2.

Element x y z (Å)
La 3.195113 0.109324 0.105454
O 0.429972 0.767479 0.859222
O -0.694971 -1.012434 0.286808
O 1.857080 -1.675509 -0.265070
C 0.415650 -0.622070 0.890072
C -0.727253 1.289796 0.155232
C -1.309627 0.043004 -0.484292
H -2.392091 -0.045966 -0.354761
H -0.399179 2.048949 -0.561206
H 2.060332 -2.572607 0.008016
H -1.385103 1.744525 0.903392
H -1.049926 -0.074493 -1.542864

Force components x, y, z for each atom (eV/Å):
La -3.46 -2.77 0.29
O 1.56 -0.74 -0.92
O 2.22 -0.18 0.86
O 4.01 2.33 -1.58
C -2.95 1.24 1.57
C -0.82 0.70 -0.38
C -0.63 0.54 -0.13
H 0.29 0.01 -0.07
H -0.13 -0.16 0.18
H -0.30 -0.71 0.07
H 0.19 -0.11 -0.15
H 0.00 -0.14 0.27

# C3H5LiO3Tl

C3H5LiO3Tl as an isolated structure at a distorted geometry (ωB97M-V with the def2-TZVPD basis set, the Open Molecules 2025 dataset).

As for the expectation value of S²: 0.753. The value obtained for the energy above the lowest of the compared OMol25 structures with the same formula, charge and spin is 33.9 kJ/mol. The value obtained for the max |F| is 0.03338 Eh/bohr. The HOMO-LUMO gap (spin up / spin down) is 4.03 / 8.94 eV. The value obtained for the molecular weight is 300.394 g/mol. Its spin multiplicity is 2. Its total energy is -523.0162 Eh. For the LUMO energy (spin up / spin down), the calculation gives -0.3 / -0.3 eV.

Element x y z (Å)
Tl 2.716591 -0.432051 0.137921
O -1.019497 1.922013 0.291975
O -1.704187 -0.202430 0.326462
O 0.655433 -0.115998 -0.628025
C -0.009926 -1.317918 -0.867616
C -0.868305 0.768971 0.711148
C -1.061078 -1.480509 0.231845
Li 0.135773 1.522921 -1.335409
H 0.655752 -2.202590 -0.841031
H -0.257196 0.543467 1.605037
H -0.521845 -1.346454 -1.848187
H -0.580547 -1.718658 1.194421
H -1.834640 -2.218191 -0.005663

Force components x, y, z for each atom (eV/Å):
Tl 1.63 0.06 0.53
O 0.50 -1.08 -0.05
O 0.14 0.03 -0.08
O -1.29 -0.02 -1.02
C -0.50 -0.61 -0.15
C -0.81 1.17 0.35
C 0.07 -0.08 0.13
Li 0.10 -0.07 0.58
H -0.03 0.31 0.04
H -0.05 -0.05 -0.42
H 0.15 0.16 0.20
H -0.10 -0.02 -0.23
H 0.19 0.20 0.13

# C3H5MnO3

C3H5MnO3 as an isolated structure at a distorted geometry (ωB97M-V with the def2-TZVPD basis set, the Open Molecules 2025 dataset).

As for the expectation value of S²: 8.762. The value obtained for the energy above the lowest of the compared OMol25 structures with the same formula, charge and spin is 485.4 kJ/mol. The value obtained for the max |F| is 0.05095 Eh/bohr. The HOMO-LUMO gap (spin up / spin down) is 5.42 / 5.45 eV. The value obtained for the molecular weight is 144.008 g/mol. Its spin multiplicity is 6. Its total energy is -1493.5599 Eh. For the LUMO energy (spin up / spin down), the calculation gives -6.3 / -6.3 eV. The net charge is +1.

Element x y z (Å)
Mn -0.860665 0.575737 -1.358204
O -1.778010 0.530151 0.192317
O 1.682996 0.790066 -1.727154
O 0.704104 1.528567 -0.917421
C 2.840878 0.784209 -1.301345
C -1.585923 -1.531847 1.372760
C -2.054689 -0.284363 1.199444
H -2.811812 0.104094 1.897783
H -0.773686 -1.922644 0.753862
H 3.524684 0.078934 -1.782206
H -1.981051 -2.150354 2.178768
H 3.093174 1.497449 -0.508603

Force components x, y, z for each atom (eV/Å):
Mn -1.66 -0.52 -0.01
O 0.03 0.30 -0.37
O -0.40 -0.23 0.34
O 2.48 0.45 -0.72
C 0.10 0.63 0.21
C 0.03 0.70 0.03
C -0.88 -1.38 1.01
H 0.31 -0.06 -0.33
H -0.34 -0.07 0.02
H -0.06 0.31 -0.03
H 0.31 0.25 -0.21
H 0.08 -0.39 0.05

# C3H5N

An isolated ion of composition C3H5N and charge -1 (ωB97M-V with the def2-TZVPD basis set, the Open Molecules 2025 dataset).

As for the expectation value of S²: 0.754. The value obtained for the energy above the lowest of the compared OMol25 structures with the same formula, charge and spin is 50.4 kJ/mol. The value obtained for the max |F| is 0.01812 Eh/bohr. The HOMO-LUMO gap (spin up / spin down) is 4.41 / 7.87 eV. The value obtained for the molecular weight is 55.080 g/mol. Its spin multiplicity is 2. Its total energy is -171.9705 Eh. For the LUMO energy (spin up / spin down), the calculation gives 4.9 / 4.8 eV. The net charge is -1.

Element x y z (Å)
N -0.308964 -0.686647 -0.391162
C -0.517377 0.597615 0.044548
C 0.316396 1.614054 -0.252260
C 0.347052 -1.529588 0.414933
H 0.515014 -2.556862 0.118386
H 0.144559 2.664628 -0.031021
H -1.472453 0.773593 0.565817
H 1.270981 1.409605 -0.724579
H 0.979711 -1.156342 1.222647

Force components x, y, z for each atom (eV/Å):
N -0.24 0.37 -0.29
C 0.45 -0.25 -0.78
C 0.02 0.28 0.22
C 0.12 -0.25 0.73
H -0.04 -0.07 -0.21
H -0.32 -0.11 0.22
H 0.06 0.22 0.21
H -0.08 -0.19 -0.16
H 0.03 0.02 0.06

# C3H5N

A 2-piece molecular cluster, C3H5N overall (ωB97M-V with the def2-TZVPD basis set, the Open Molecules 2025 dataset).

The value obtained for the energy above the lowest of the compared OMol25 structures with the same formula, charge and spin is 426.9 kJ/mol. The value obtained for the max |F| is 0.01126 Eh/bohr. The HOMO-LUMO gap is 9.54 eV. The value obtained for the molecular weight is 55.080 g/mol. Its spin multiplicity is 1. Its total energy is -171.8925 Eh. For the LUMO energy, the calculation gives 0.9 eV.

Element x y z (Å)
N 1.726882 -0.293485 -0.256310
C 1.122830 0.853103 -0.197350
C -2.835168 -0.105195 -0.154247
C -1.739419 0.369711 -0.117413
H 1.197558 1.257544 0.834501
H -3.795771 -0.527563 -0.184869
H 2.200876 -0.781675 0.510268
H 1.745830 -0.790941 -1.138126
H -0.764799 0.791277 -0.182524

Force components x, y, z for each atom (eV/Å):
N 0.36 -0.39 0.20
C 0.35 0.44 0.13
C 0.18 0.03 0.07
C -0.44 -0.07 -0.02
H 0.14 -0.30 -0.09
H -0.51 -0.21 0.01
H -0.18 0.25 -0.21
H -0.02 0.01 0.08
H 0.10 0.24 -0.17

# C3H5N2

C3H5N2 as an isolated structure at a distorted geometry (ωB97M-V with the def2-TZVPD basis set, the Open Molecules 2025 dataset).

The value obtained for the energy above the lowest of the compared OMol25 structures with the same formula, charge and spin is 558.9 kJ/mol. The value obtained for the max |F| is 0.09227 Eh/bohr. The HOMO-LUMO gap is 9.96 eV. The value obtained for the molecular weight is 69.087 g/mol. Its spin multiplicity is 1. Its total energy is -226.3795 Eh. For the LUMO energy, the calculation gives -5.4 eV. The net charge is +1.

Element x y z (Å)
N -0.133078 -0.732461 0.451384
N 0.774305 1.581578 -0.472887
C 1.091000 0.092283 0.322217
C -1.142634 -0.148024 -0.467303
C -0.112381 0.813597 -0.765904
H -0.387329 -1.268899 1.249374
H -1.421835 -0.760592 -1.222362
H 1.931386 -0.293726 -0.369285
H -1.959485 0.248187 0.045677
H 1.360052 0.468058 1.229089

Force components x, y, z for each atom (eV/Å):
N 0.54 0.35 -1.72
N -2.44 -2.27 -1.28
C 0.87 -2.84 -2.19
C 2.12 -0.47 2.07
C 1.35 4.54 0.35
H 0.08 0.06 0.80
H -0.86 -1.89 -2.53
H -1.37 0.31 1.50
H -1.44 1.10 0.62
H 1.16 1.11 2.38

# C3H5N2

A 2-piece molecular cluster, C3H5N2 overall at a distorted geometry (ωB97M-V with the def2-TZVPD basis set, the Open Molecules 2025 dataset).

The value obtained for the energy above the lowest of the compared OMol25 structures with the same formula, charge and spin is 706.7 kJ/mol. The value obtained for the max |F| is 0.07352 Eh/bohr. The HOMO-LUMO gap (spin up / spin down) is 7.90 / 9.59 eV. The value obtained for the molecular weight is 69.087 g/mol. Its spin multiplicity is 1. Its total energy is -226.3232 Eh. For the LUMO energy (spin up / spin down), the calculation gives -6.7 / -6.2 eV. The net charge is +1.

Element x y z (Å)
N 0.222391 -0.612186 -1.141114
N 0.776167 0.733016 0.535885
C -0.584155 0.317821 0.784400
C 1.196423 0.108975 -0.505222
C -0.803520 -0.584912 -0.356802
H 1.084463 1.534825 0.976225
H 2.063871 0.296793 -1.193752
H -2.040029 -2.670565 -1.595306
H -1.129476 1.204627 0.783788
H -0.786136 -0.328395 1.711898

Force components x, y, z for each atom (eV/Å):
N -1.45 -1.58 1.41
N -0.87 -2.04 0.22
C -0.15 -2.37 1.48
C 0.72 1.20 -3.51
C 1.34 0.25 -1.95
H 1.68 1.72 1.08
H -0.22 0.00 1.71
H 0.07 0.28 0.22
H -1.73 1.26 0.15
H 0.62 1.27 -0.81